Entry 1:
71
Properties=species:S:1:pos:R:3:lowdin_charge:R:1 method="wB97M-V/def2-TZVPD" total_charge=+1 orbital_gap_ha=0.3010 lumo_ev=-2.75 fmax_ha_per_bohr=0.014 de_lowest_kcal_mol=23.6
Rb 0.898 -1.092 -0.067 0.73
C -0.493 -2.377 2.963 -0.22
C 0.584 -1.562 3.682 -0.20
N 1.439 -0.788 2.776 -0.13
C 2.879 -1.018 2.930 -0.22
C 3.325 -2.455 2.679 -0.20
N 2.869 -3.021 1.403 -0.11
C 2.234 -4.334 1.520 -0.23
C 0.917 -4.292 2.298 -0.20
N 0.036 -3.205 1.879 -0.12
H -1.223 -1.695 2.518 0.10
H -1.025 -2.970 3.721 0.12
H 1.193 -2.224 4.304 0.11
H 0.077 -0.895 4.385 0.13
H 1.286 0.199 2.956 0.04
H 3.232 -0.739 3.934 0.12
H 3.392 -0.353 2.227 0.10
H 2.974 -3.092 3.494 0.10
H 4.416 -2.477 2.751 0.12
H 3.652 -3.097 0.768 0.10
H 2.886 -5.073 2.008 0.12
H 2.043 -4.699 0.508 0.08
H 1.129 -4.187 3.364 0.11
H 0.432 -5.267 2.195 0.12
H -0.737 -3.562 1.334 0.10
Cl 2.048 -3.211 -1.977 0.50
C 0.859 -2.935 -3.267 -0.95
Cl -0.441 -1.853 -2.732 0.49
H 0.420 -3.889 -3.527 0.04
H 1.376 -2.480 -4.102 0.02
N 4.428 3.086 -2.495 0.19
C 3.656 2.367 -3.578 -0.14
C 4.139 0.914 -3.690 -0.27
N 3.056 -0.032 -3.901 0.01
H 4.109 4.047 -2.370 0.17
H 5.432 3.105 -2.672 0.17
H 4.255 2.589 -1.612 0.12
H 3.764 2.936 -4.499 0.13
H 2.627 2.393 -3.235 0.11
H 4.601 0.630 -2.741 0.11
H 4.907 0.825 -4.459 0.12
H 2.493 0.200 -4.710 0.08
H 2.497 0.022 -3.055 0.02
C -4.577 -0.876 -0.163 -0.04
C -3.312 -1.401 -0.377 -0.15
N -2.193 -0.737 -0.092 0.00
C -2.319 0.490 0.411 -0.11
C -3.535 1.120 0.645 -0.20
C -4.689 0.400 0.358 -0.01
C -3.567 2.476 1.234 -0.03
C -4.223 3.540 0.772 -0.03
C -4.992 3.648 -0.483 -0.28
C -6.004 4.594 -0.598 0.00
C -6.681 4.655 -1.802 -0.12
N -6.385 3.859 -2.826 0.08
C -5.394 3.000 -2.618 -0.20
N -4.679 2.850 -1.510 0.14
H -5.455 -1.462 -0.399 0.11
H -3.191 -2.397 -0.788 0.10
H -1.397 1.021 0.641 0.11
H -5.660 0.842 0.541 0.13
H -3.003 2.601 2.153 0.12
H -4.197 4.443 1.371 0.11
H -6.255 5.252 0.223 0.11
H -7.486 5.366 -1.954 0.11
H -5.137 2.351 -3.449 0.11
N 1.442 2.374 2.923 0.12
C 2.153 2.372 2.008 -0.39
N 2.994 2.378 0.981 0.05
C 2.652 1.696 -0.059 -0.45
N 2.449 1.105 -1.053 0.03



Entry 2:
13
Properties=species:S:1:pos:R:3:nbo_charge:R:1 method="wB97M-V/def2-TZVPD" total_charge=0 orbital_gap_ha=0.3423 lumo_ev=-0.01 fmax_ha_per_bohr=0.100 de_lowest_kcal_mol=124.4
C 1.652 -0.361 1.348 -0.74
C 0.353 -0.709 0.632 0.76
C -1.131 0.244 -0.822 0.64
H 1.139 -0.197 2.785 0.26
H 2.491 0.702 1.001 0.29
H 2.169 -1.499 1.395 0.26
H -0.252 2.237 -1.537 0.39
H -1.728 1.640 -2.261 0.39
H -1.463 -1.371 -0.461 0.37
N -0.937 1.319 -1.718 -0.86
N -1.870 -0.726 -1.109 -0.70
O -0.261 -1.761 0.628 -0.56
O -0.163 0.481 0.119 -0.52



Entry 3:
50
Properties=species:S:1:pos:R:3:nbo_charge:R:1 method="wB97M-V/def2-TZVPD" multiplicity=3 total_charge=+1 orbital_gap_ha="0.2451 / 0.2279" lumo_ev="-5.00 / -5.70" fmax_ha_per_bohr=0.016 de_lowest_kcal_mol=0.0
W 0.872 -0.756 1.047 2.07
C 3.061 -2.776 -0.385 -0.25
O 1.910 -1.875 -0.540 -0.56
C 1.250 -1.874 -1.768 0.34
C 1.665 -2.618 -2.852 -0.28
C 0.922 -2.534 -4.023 -0.16
C -0.204 -1.727 -4.093 -0.20
C -0.608 -0.993 -2.990 -0.18
C 0.132 -1.066 -1.825 0.03
N -0.201 -0.361 -0.612 -0.37
N -1.288 0.333 -0.688 -0.10
C -1.841 1.020 0.307 0.00
C -1.385 1.048 1.654 0.39
O -0.386 0.282 2.045 -0.66
C -1.974 1.886 2.607 -0.30
C -3.046 2.648 2.241 -0.01
C -3.605 2.626 0.930 -0.14
C -4.735 3.409 0.624 -0.14
C -5.276 3.374 -0.634 -0.20
C -4.698 2.551 -1.610 -0.15
C -3.593 1.779 -1.331 -0.21
C -3.026 1.806 -0.053 0.07
H 3.805 -2.479 -1.119 0.20
H 2.716 -3.793 -0.531 0.22
H 3.420 -2.634 0.622 0.25
H 2.531 -3.258 -2.800 0.24
H 1.231 -3.113 -4.883 0.24
H -0.777 -1.674 -5.008 0.24
H -1.486 -0.366 -3.031 0.24
H -1.586 1.887 3.615 0.25
H -3.504 3.295 2.981 0.23
H -5.169 4.032 1.397 0.23
H -6.144 3.973 -0.873 0.24
H -5.128 2.516 -2.602 0.23
H -3.165 1.149 -2.096 0.23
N 2.125 1.126 1.027 -0.85
C 3.216 0.351 1.555 0.57
O 2.744 -0.841 1.812 -0.66
C 4.483 0.781 1.668 -0.35
C 5.516 -0.119 2.091 0.25
N 6.309 -0.874 2.435 -0.22
C 4.735 2.146 1.299 0.25
N 4.792 3.243 0.960 -0.25
H 2.394 1.691 0.225 0.44
H 1.755 1.759 1.735 0.43
F 0.596 -1.946 3.142 -0.51
B 0.261 -3.107 2.389 1.36
F -0.454 -2.337 1.217 -0.51
F -0.556 -3.992 2.944 -0.48
F 1.394 -3.598 1.782 -0.53



Entry 4:
99
Properties=species:S:1:pos:R:3:lowdin_charge:R:1 method="wB97M-V/def2-TZVPD" multiplicity=2 total_charge=0 orbital_gap_ha="0.2388 / 0.2624" lumo_ev="0.43 / -0.24" fmax_ha_per_bohr=0.009 de_lowest_kcal_mol=6.3
Cu -0.095 0.334 0.555 0.07
C -2.596 1.701 2.816 -0.20
Si -1.940 1.658 1.056 0.65
C -1.588 3.444 0.533 -0.27
C -2.442 4.517 0.812 -0.09
C -2.112 5.810 0.446 -0.08
C -0.910 6.066 -0.208 -0.07
C -0.045 5.024 -0.486 -0.08
C -0.379 3.724 -0.107 -0.37
P 0.732 2.322 -0.461 1.08
C 2.284 2.759 0.376 -0.34
C 3.506 2.233 -0.044 -0.12
C 4.653 2.434 0.708 -0.08
C 4.591 3.140 1.902 -0.08
C 3.377 3.647 2.338 -0.07
C 2.230 3.461 1.580 -0.07
C 0.982 2.548 -2.251 -0.33
C -0.086 2.158 -3.060 -0.09
C -0.043 2.362 -4.429 -0.08
C 1.076 2.943 -5.009 -0.08
C 2.142 3.333 -4.212 -0.08
C 2.094 3.144 -2.837 -0.09
C -3.334 0.929 -0.005 -0.27
C -4.561 1.591 -0.118 -0.09
C -5.664 0.981 -0.690 -0.08
C -5.572 -0.337 -1.122 -0.08
C -4.367 -1.009 -1.025 -0.10
C -3.233 -0.371 -0.515 -0.34
P -1.594 -1.210 -0.496 1.09
C -1.128 -1.286 -2.263 -0.34
C 0.239 -1.242 -2.544 -0.12
C 0.693 -1.312 -3.854 -0.08
C -0.211 -1.415 -4.900 -0.09
C -1.573 -1.442 -4.632 -0.08
C -2.029 -1.381 -3.323 -0.08
C -2.109 -2.892 -0.032 -0.37
C -2.378 -3.111 1.316 -0.09
C -2.741 -4.373 1.760 -0.08
C -2.829 -5.427 0.861 -0.09
C -2.560 -5.212 -0.483 -0.08
C -2.198 -3.949 -0.930 -0.09
H -3.561 2.216 2.858 0.03
H -1.896 2.211 3.480 0.02
H -2.728 0.687 3.193 0.02
H -3.378 4.341 1.332 0.10
H -2.787 6.626 0.671 0.10
H -0.651 7.077 -0.494 0.10
H 0.893 5.219 -0.993 0.11
H 3.558 1.642 -0.951 0.11
H 5.595 2.024 0.367 0.11
H 5.486 3.285 2.494 0.11
H 3.318 4.188 3.274 0.11
H 1.285 3.853 1.937 0.11
H -0.962 1.696 -2.617 0.10
H -0.881 2.054 -5.041 0.11
H 1.115 3.096 -6.080 0.10
H 3.012 3.799 -4.657 0.10
H 2.923 3.477 -2.226 0.09
H -4.663 2.601 0.264 0.09
H -6.601 1.518 -0.773 0.10
H -6.440 -0.841 -1.527 0.10
H -4.311 -2.046 -1.336 0.10
H 0.949 -1.166 -1.730 0.07
H 1.757 -1.272 -4.052 0.11
H 0.141 -1.464 -5.923 0.10
H -2.287 -1.512 -5.444 0.10
H -3.094 -1.393 -3.136 0.09
H -2.290 -2.294 2.026 0.11
H -2.944 -4.535 2.811 0.10
H -3.101 -6.416 1.209 0.10
H -2.627 -6.031 -1.189 0.10
H -1.969 -3.794 -1.977 0.10
Cl 5.080 0.185 5.678 0.64
C 3.636 0.032 4.718 -0.68
C 2.384 0.119 5.347 -0.13
C 1.239 0.013 4.612 -0.57
Cl -0.298 0.115 5.407 0.70
C 1.232 -0.183 3.186 -0.39
O 0.136 -0.292 2.557 -0.15
C 2.533 -0.270 2.595 -0.12
C 2.742 -0.457 1.186 -0.21
O 1.913 -0.437 0.278 -0.08
C 3.705 -0.170 3.372 -0.08
H 2.324 0.267 6.417 0.10
H 3.798 -0.624 0.908 0.13
H 4.669 -0.240 2.882 0.11
N 2.861 -6.488 1.409 0.11
C 2.187 -5.412 0.886 -0.33
C 2.018 -5.257 -0.491 -0.02
C 1.350 -4.140 -0.958 -0.14
N 0.852 -3.184 -0.180 0.05
C 1.021 -3.337 1.134 -0.14
C 1.670 -4.409 1.711 -0.01
H 3.023 -7.288 0.825 0.09
H 2.790 -6.666 2.394 0.09
H 2.403 -5.995 -1.185 0.10
H 1.207 -4.006 -2.027 0.11
H 0.608 -2.549 1.759 0.10
H 1.773 -4.467 2.788 0.11